Record 1
7
Properties=species:S:1:pos:R:3:nbo_charge:R:1 method="wB97M-V/def2-TZVPD" homo_energy_ev=-8.5502 orbital_gap_ha=0.3162 lumo_energy_ev=0.05
C -0.7828 0.4608 1.4621 0.7780
C -0.1643 0.1858 0.2418 -0.5104
N -0.1729 1.7172 0.0642 -0.1780
O -1.2363 0.6717 2.5046 -0.3816
F 0.9514 2.3585 0.5584 -0.2803
H 0.7365 -0.3696 -0.0175 0.2723
H -0.6571 -0.2110 -0.6348 0.2998


Record 2
8
Properties=species:S:1:pos:R:3:nbo_charge:R:1 method="wB97M-V/def2-TZVPD" homo_energy_ev="-10.1060 / -10.1066" orbital_gap_ha="0.3244 / 0.3244" lumo_energy_ev="-1.28 / -1.28"
C -1.1142 -0.8122 -0.0603 0.1656
C -0.3994 0.4039 -0.4820 0.2996
N -1.5010 -1.7780 0.4161 -0.2126
O -0.1583 1.2762 0.4734 -0.6095
O 1.4882 -0.6076 -0.6433 -0.2629
F 2.1291 -0.2532 0.4941 -0.1724
H -0.4395 0.8435 -1.5768 0.2649
H -0.0050 0.9274 1.3788 0.5274


Computed energy, in the same sequence as the records: -8355.899, -10402.253 eV.